(1)
Entry from the Open Molecules 2025 dataset: an isolated ion of composition C6H8NO4S and charge -1 in a non-equilibrium geometry (ωB97M-V/def2-TZVPD).

The value obtained for the LUMO energy is 0.12405 Ha. The calculation puts the total energy at -26862.55818 eV. For the relative energy (zero: lowest compared OMol25 entry of this formula, charge and spin), the calculation gives 134.51 kcal per mole.

Geometry as ORCA input:
```
! wB97M-V def2-TZVPD RIJCOSX def2/J DEFGRID3
* xyz -1 1
C 1.32 1.83 0.68
C 0.41 0.13 -2.38
C 0.12 1.44 0.96
C -0.06 -0.32 -1.36
C -0.05 -0.05 1.18
C -0.77 -0.68 -0.08
N -0.86 -2.09 0.08
O -1.55 -2.25 1.32
O -2.00 -4.65 0.35
O -1.67 -2.46 -0.97
O -2.61 -4.65 -1.95
S -1.58 -4.26 -1.01
H 1.57 2.86 0.53
H 2.10 1.16 0.48
H 1.08 0.35 -3.09
H -1.86 -3.18 1.11
H -0.74 2.10 0.84
H 0.82 -0.60 1.53
H -0.75 -0.01 2.03
H -1.79 -0.13 -0.21
*
```

Löwdin population analysis, charges in e, atoms 1 to 4:
1 C -0.0325
2 C 0.1183
3 C -0.2015
4 C -0.0587

=====

(2)
Entry from the Open Molecules 2025 dataset: C24H20FeN4 as an isolated structure (ωB97M-V/def2-TZVPD).

The value obtained for the LUMO energy (spin up / spin down) is -0.16311 / -0.16461 Ha. The calculation puts the total energy at -65552.79919 eV. For the relative energy (zero: lowest compared OMol25 entry of this formula, charge and spin), the calculation gives 8.99 kcal per mole.

Geometry as ORCA input:
```
! wB97M-V def2-TZVPD RIJCOSX def2/J DEFGRID3
* xyz 1 6
Fe -0.11 -0.30 -0.32
C 3.89 -2.08 -3.21
C 3.14 -0.93 -3.42
C 2.48 -0.33 -2.35
C 2.56 -0.87 -1.07
C 3.32 -2.02 -0.87
C 3.98 -2.62 -1.93
N 1.79 -0.28 -0.04
C 2.20 -0.19 1.26
C 3.54 -0.14 1.68
C 3.81 -0.01 3.02
C 2.80 0.07 4.00
C 1.49 0.02 3.63
C 1.18 -0.11 2.27
N -0.06 -0.25 1.73
N -1.11 -0.37 2.40
C -2.21 -0.64 1.55
C -3.45 -0.84 2.12
C -4.52 -1.19 1.32
C -4.32 -1.33 -0.05
C -3.06 -1.10 -0.56
N -2.02 -0.77 0.21
H 4.41 -2.55 -4.04
H 3.07 -0.50 -4.41
H 1.93 0.60 -2.50
H 3.38 -2.45 0.12
H 4.56 -3.51 -1.77
H 4.33 -0.19 0.95
H 4.85 0.03 3.34
H 3.07 0.18 5.05
H 0.69 0.08 4.36
H -3.54 -0.73 3.19
H -5.49 -1.35 1.75
H -5.13 -1.61 -0.71
H -2.87 -1.18 -1.62
C 0.06 2.41 -0.16
C -1.21 2.21 -0.70
C -1.37 1.84 -2.07
C -2.62 1.66 -2.62
C -3.76 1.83 -1.83
C -3.64 2.18 -0.48
C -2.39 2.36 0.08
H 0.19 2.71 0.87
H 0.93 2.40 -0.80
H -0.48 1.76 -2.69
H -2.73 1.41 -3.67
H -4.75 1.70 -2.27
H -4.52 2.33 0.12
H -2.29 2.64 1.12
*
```

Löwdin population analysis, charges in e, atoms 1 to 4:
1 Fe 0.9253
2 C -0.0802
3 C -0.0763
4 C -0.0489

=====

(3)
Entry from the Open Molecules 2025 dataset: C57H78I2N4O4S2Ti as an isolated structure in a non-equilibrium geometry (ωB97M-V/def2-TZVPD).

The value obtained for the LUMO energy (spin up / spin down) is -0.00516 / -0.00516 Ha. The calculation puts the total energy at -135516.45090 eV. For the relative energy (zero: lowest compared OMol25 entry of this formula, charge and spin), the calculation gives 0.00 kcal per mole.

Geometry as ORCA input:
```
! wB97M-V def2-TZVPD RIJCOSX def2/J DEFGRID3
* xyz 0 1
Ti -0.88 0.38 0.39
C -0.67 3.98 -2.92
N -0.66 2.53 -2.76
C -1.55 1.88 -3.71
C 0.69 2.04 -2.88
C 0.93 0.63 -2.36
N 1.03 0.41 -0.89
C 2.04 1.31 -0.30
C 1.60 2.73 -0.04
C 2.49 3.75 -0.34
C 2.19 5.09 -0.09
C 1.04 5.33 0.67
C 0.17 4.33 1.08
C 0.37 3.03 0.57
O -0.59 2.10 0.65
C -0.91 4.62 2.13
C -2.32 4.58 1.52
C -0.69 5.98 2.80
C -0.80 3.55 3.23
C 3.09 6.18 -0.63
C 2.61 7.58 -0.25
C 3.10 6.08 -2.17
C 4.52 6.01 -0.09
C 1.54 -0.98 -0.74
C 1.80 -1.48 0.67
C 2.68 -2.55 0.77
C 3.05 -3.10 1.99
C 2.56 -2.47 3.13
C 1.69 -1.39 3.10
C 1.23 -0.93 1.83
O 0.33 0.04 1.75
C 1.31 -0.67 4.39
C 1.79 -1.41 5.65
C 1.97 0.72 4.37
C -0.22 -0.50 4.52
C 4.02 -4.27 2.06
C 3.60 -5.36 1.06
C 5.42 -3.75 1.68
C 4.08 -4.91 3.45
H -0.22 4.31 -3.86
H -0.12 4.44 -2.09
H -1.70 4.35 -2.89
H -2.52 2.39 -3.72
H -1.73 0.85 -3.40
H -1.15 1.89 -4.73
H 1.34 2.74 -2.36
H 1.00 2.03 -3.95
H 1.88 0.31 -2.82
H 0.14 -0.02 -2.73
H 2.94 1.31 -0.93
H 2.33 0.89 0.66
H 3.44 3.49 -0.80
H 0.83 6.35 0.96
H -2.37 5.23 0.64
H -3.05 4.94 2.25
H -2.58 3.57 1.25
H -0.89 6.80 2.11
H 0.33 6.07 3.16
H -1.36 6.08 3.65
H -0.95 2.55 2.83
H -1.56 3.71 4.00
H 0.19 3.59 3.70
H 1.59 7.76 -0.61
H 3.26 8.33 -0.70
H 2.62 7.72 0.83
H 2.10 6.27 -2.56
H 3.42 5.09 -2.49
H 3.78 6.82 -2.59
H 4.51 5.94 0.99
H 5.13 6.86 -0.39
H 4.99 5.10 -0.48
H 2.49 -1.07 -1.29
H 0.83 -1.63 -1.25
H 3.10 -2.97 -0.14
H 2.89 -2.84 4.09
H 2.88 -1.46 5.70
H 1.37 -2.42 5.70
H 1.43 -0.87 6.52
H 3.05 0.62 4.32
H 1.70 1.27 5.27
H 1.63 1.28 3.50
H -0.74 -1.43 4.30
H -0.56 0.27 3.84
H -0.48 -0.19 5.53
H 3.67 -5.02 0.03
H 2.57 -5.67 1.26
H 4.24 -6.24 1.16
H 5.42 -3.35 0.67
H 6.16 -4.55 1.74
H 5.72 -2.96 2.37
H 3.08 -5.17 3.80
H 4.54 -4.24 4.18
H 4.68 -5.81 3.41
O -1.88 -1.65 -3.11
S -1.10 -2.83 -3.59
C -2.22 -4.28 -3.31
C -1.47 -5.41 -2.59
C -1.32 -5.34 -1.04
C -0.59 -4.14 -0.41
S -1.83 -2.85 0.10
O -1.04 -1.58 0.30
C -2.05 -3.52 1.74
C -0.96 -3.55 2.61
C -1.09 -4.18 3.83
C -2.30 -4.77 4.18
C -3.38 -4.70 3.33
C -3.27 -4.07 2.10
C -1.11 -2.76 -5.37
C 0.10 -2.90 -6.02
C 0.16 -2.75 -7.40
C -0.99 -2.45 -8.11
C -2.20 -2.30 -7.45
C -2.27 -2.45 -6.08
H -2.54 -4.62 -4.30
H -3.07 -3.92 -2.74
H -0.47 -5.46 -3.03
H -1.97 -6.35 -2.81
H -0.78 -6.24 -0.75
H -2.31 -5.39 -0.59
H 0.12 -3.68 -1.09
H -0.07 -4.43 0.50
H -0.03 -3.07 2.33
H -0.24 -4.24 4.49
H -2.39 -5.28 5.14
H -4.33 -5.14 3.61
H -4.12 -4.00 1.43
H 0.99 -3.13 -5.44
H 1.11 -2.86 -7.92
H -0.93 -2.32 -9.18
H -3.09 -2.07 -8.01
H -3.20 -2.31 -5.55
I -2.98 0.16 2.20
I -5.24 -1.53 3.82
N -4.19 2.54 -0.94
C -2.89 2.21 -0.84
N -2.67 0.92 -0.87
C -3.94 0.35 -1.04
C -4.35 -0.97 -1.20
C -5.70 -1.22 -1.35
C -6.65 -0.20 -1.33
C -6.26 1.12 -1.18
C -4.90 1.36 -1.06
H -4.58 3.46 -0.87
H -2.12 2.96 -0.81
H -3.64 -1.77 -1.23
H -6.04 -2.24 -1.47
H -7.70 -0.45 -1.43
H -6.98 1.92 -1.15
*
```

Löwdin population analysis, charges in e, atoms 1 to 4:
1 Ti 0.8318
2 C -0.0847
3 N -0.2637
4 C -0.0878

=====

> The highest relative energy (zero: lowest compared OMol25 entry of this formula, charge and spin) belongs to which entry?

C6H8NO4S

=====

> Among the records above, which one has the lowest relative energy (zero: lowest compared OMol25 entry of this formula, charge and spin)?

C57H78I2N4O4S2Ti